[1]
9
Properties=species:S:1:pos:R:3:forces:R:3:mulliken_charge:R:1 method="wB97M-V/def2-TZVPD" charge=0 homo_ev="-7.43 / -7.43" lumo_energy_ev="0.53 / 0.53"
C -2.451 0.899 -0.060 3.5 -0.2 -1.3 0.55
C 0.887 0.389 0.502 -4.6 -0.1 -1.5 0.15
C -1.177 0.656 -0.627 2.8 0.4 2.7 -0.23
N -1.794 1.928 -0.387 -1.0 1.1 -0.2 -0.40
N 0.902 -0.758 0.899 1.1 -2.3 0.9 -0.40
Cl -3.730 0.228 0.599 -2.5 -0.7 1.2 -0.13
Cl 1.799 1.800 0.525 1.1 0.8 0.2 -0.14
H -0.701 0.281 -1.476 -0.1 -0.4 -1.5 0.36
H 1.619 -1.354 1.379 -0.3 1.5 -0.5 0.24

---

[2]
8
Properties=species:S:1:pos:R:3:forces:R:3:mulliken_charge:R:1 method="wB97M-V/def2-TZVPD" charge=0 homo_ev=-8.85 lumo_energy_ev=0.79
C -0.294 1.671 -0.651 0.7 -2.2 0.8 -0.05
C 0.861 1.578 -1.341 -1.8 1.8 0.0 0.44
C 0.038 0.168 -0.170 -0.5 -0.3 0.2 -0.10
O 1.230 0.329 -0.982 1.8 -0.6 -1.0 -0.35
Cl -1.468 2.808 -0.231 0.0 0.0 -0.2 -0.17
Cl 1.562 2.737 -2.464 -0.1 -1.5 1.0 -0.16
H 0.380 -0.058 0.928 -1.0 0.7 -2.1 0.20
H -0.541 -0.744 -0.650 0.8 2.1 1.2 0.19

---

[3]
9
Properties=species:S:1:pos:R:3:forces:R:3:mulliken_charge:R:1 method="wB97M-V/def2-TZVPD" charge=0 smiles="O=COC=C(Cl)Cl" homo_ev=-9.42 lumo_energy_ev=0.72
O 0.925 -1.289 -0.431 1.4 0.2 -3.2 -0.45
C 0.987 -0.376 -1.209 -2.0 0.6 0.3 0.28
O 0.030 0.689 -1.071 1.0 -0.8 -0.2 -0.34
C -0.836 0.513 -0.019 -0.9 0.3 -1.1 -0.24
C -0.399 0.116 1.160 -0.1 0.4 0.7 0.49
Cl -1.586 -0.250 2.326 -0.2 -0.1 0.7 -0.19
Cl 1.255 0.011 1.667 -0.7 0.7 0.8 -0.15
H 1.565 -0.074 -2.151 -0.3 -1.0 1.5 0.31
H -1.940 0.658 -0.272 1.8 -0.3 0.5 0.30

---

[4]
11
Properties=species:S:1:pos:R:3:forces:R:3:mulliken_charge:R:1 method="wB97M-V/def2-TZVPD" charge=0 homo_ev="-9.21 / -9.54" lumo_energy_ev="-2.18 / -1.79"
C 0.331 -0.589 -1.550 -2.2 1.7 0.5 -0.62
C -0.078 -0.297 -0.360 -1.0 2.5 1.7 0.00
C -2.071 1.354 0.254 3.3 -1.5 -0.7 0.51
O -3.065 1.122 -0.226 -2.0 -0.5 -0.6 -0.19
O 0.189 -1.378 1.898 0.1 0.1 0.6 -0.51
O 1.387 0.767 1.578 -0.1 0.0 -0.5 -0.49
S 0.900 -0.471 1.055 -0.3 -1.7 0.4 0.98
Cl -1.199 2.517 0.962 0.4 1.0 0.8 0.08
Cl 2.631 -1.623 0.465 -0.7 0.7 0.1 -0.30
H 1.061 -1.242 -1.678 3.7 -2.6 -0.7 0.33
H -0.087 -0.161 -2.397 -1.2 0.4 -1.5 0.22

---

In kJ/mol, the relative energy (zero: lowest compared OMol25 entry of this formula, charge and spin) values for the records above are, in order, 588.59 216.53 187.50 259.35.
In eV/A, the max |F| values for the records above are, in order, 4.8 2.6 3.5 4.6.